A cluster of 6 separate species, C80H180NO3P5 in total, computed with ωB97M-V/def2-TZVPD.

Output
**Calculated total energy**: -5142.0740 hartree
**LUMO**: -6.1 eV
**ΔE to the lowest compared entry with this formula, charge and spin**: 50.95 kJ/mol
**Total charge**: +4
**HOMO energy**: -15.61 eV
**Gap between HOMO and LUMO**: 9.526 eV

Last column: Löwdin charge in e.
Positions of all 269 atoms, in Å:
C 0.4481 -2.4437 -2.3339  -0.09
C 1.1907 -3.2907 -1.2806  -0.24
C 0.7680 -2.8684 0.1520  -0.26
C 1.1868 -3.7776 1.2594  -0.23
P 1.2141 -3.0991 3.0425  1.07
C -0.3832 -2.4871 3.6685  -0.27
C -1.3758 -3.5446 4.1080  -0.24
C -2.6851 -2.9320 4.7027  -0.24
C -3.9023 -3.8746 4.7887  -0.10
C 2.2890 -1.6226 3.2219  -0.24
C 2.1954 -0.7942 4.5197  -0.26
C 3.5399 -0.3352 4.9371  -0.28
C 4.2558 0.5636 3.9989  -0.10
C 1.6258 -4.4665 4.1556  -0.23
C 2.3949 -4.1907 5.5788  -0.20
C 3.0466 -5.4239 6.1729  -0.27
C 3.9090 -5.1514 7.4495  -0.08
H 0.6237 -1.4110 -2.0323  0.06
H -0.6042 -2.6693 -2.1612  0.06
H 0.6031 -2.6446 -3.3940  0.08
H 2.2702 -3.1844 -1.3880  0.10
H 1.0647 -4.3682 -1.3859  0.11
H -0.3112 -2.7212 0.1935  0.11
H 1.0965 -1.8330 0.2421  0.07
H 2.1362 -4.3125 1.2842  0.09
H 0.5249 -4.6362 1.3731  0.10
H -0.8116 -1.8881 2.8649  0.08
H -0.1545 -1.8072 4.4892  0.09
H -1.0163 -4.2244 4.8804  0.10
H -1.5807 -4.1920 3.2554  0.11
H -2.9418 -2.0290 4.1489  0.07
H -2.5409 -2.5593 5.7168  0.11
H -4.1444 -4.3736 3.8504  0.06
H -4.6883 -3.2567 5.2228  0.08
H -3.7491 -4.7124 5.4689  0.08
H 2.1339 -0.9283 2.3960  0.08
H 3.2891 -1.9757 2.9702  0.10
H 1.7775 -1.3470 5.3610  0.10
H 1.5570 0.0828 4.4132  0.10
H 4.0123 -1.3130 5.0309  0.11
H 3.3404 0.2875 5.8091  0.13
H 4.7691 -0.1326 3.3356  0.08
H 4.9088 1.2930 4.4781  0.09
H 3.5518 1.1380 3.3968  0.05
H 2.3076 -5.1176 3.6084  0.08
H 0.7806 -5.1526 4.2095  0.09
H 1.7441 -3.7165 6.3134  0.11
H 3.2618 -3.5481 5.4249  0.09
H 3.6273 -6.0331 5.4802  0.11
H 2.2065 -6.0710 6.4251  0.11
H 4.3402 -6.0548 7.8808  0.08
H 3.2374 -4.7211 8.1924  0.07
H 4.5908 -4.3042 7.3750  0.07
C 1.4471 2.4537 -3.1704  -0.09
C 1.7807 3.9997 -3.0259  -0.18
C 2.5329 4.3498 -1.6301  -0.20
C 1.7099 4.0225 -0.3183  -0.23
P 2.3120 4.8238 1.2972  1.07
C 4.0538 4.4193 1.7449  -0.23
C 4.9060 3.3525 1.0310  -0.25
C 6.2395 3.0816 1.6618  -0.25
C 7.1056 2.0601 0.9127  -0.10
C 2.2543 6.5915 0.9478  -0.28
C 0.8577 7.2441 0.8092  -0.23
C 0.9245 8.7583 0.5310  -0.26
C -0.3941 9.4509 0.7831  -0.10
C 1.2053 4.4137 2.6322  -0.26
C 1.6641 3.2386 3.5587  -0.22
C 0.5546 2.8943 4.5893  -0.23
C -0.7034 2.3102 3.9527  -0.10
H 0.9755 2.0971 -2.2547  0.05
H 2.3281 1.8698 -3.4368  0.06
H 0.7039 2.3212 -3.9567  0.06
H 0.8290 4.5286 -3.0773  0.09
H 2.3281 4.4061 -3.8763  0.10
H 2.8237 5.3967 -1.7165  0.09
H 3.4720 3.8078 -1.5178  0.08
H 1.8382 2.9452 -0.2130  0.05
H 0.7025 4.2906 -0.6367  0.09
H 4.1844 4.0880 2.7751  0.09
H 4.6525 5.3260 1.6584  0.10
H 5.1470 3.8335 0.0830  0.10
H 4.2705 2.5165 0.7391  0.10
H 6.1869 2.7002 2.6815  0.10
H 6.8444 3.9780 1.7992  0.12
H 6.4857 1.1637 0.9000  0.07
H 8.1134 1.9522 1.3136  0.08
H 7.3356 2.3334 -0.1171  0.05
H 3.0031 6.7818 0.1790  0.10
H 2.6814 7.0110 1.8587  0.10
H 0.2904 7.0219 1.7131  0.09
H 0.3720 6.8711 -0.0925  0.11
H 1.1601 8.8452 -0.5297  0.12
H 1.6361 9.3323 1.1246  0.12
H -0.6906 9.3600 1.8281  0.07
H -1.1739 8.9497 0.2097  0.07
H -0.3231 10.4632 0.3852  0.09
H 0.3439 4.0458 2.0746  0.07
H 0.7949 5.2219 3.2375  0.11
H 2.5635 3.5120 4.1104  0.10
H 1.8792 2.3070 3.0353  0.08
H 0.2904 3.8336 5.0751  0.11
H 0.9353 2.3064 5.4244  0.11
H -0.5049 1.3612 3.4547  0.06
H -1.2024 2.9431 3.2190  0.06
H -1.4183 2.1122 4.7513  0.08
C -6.4296 -5.8457 -7.1685  -0.10
C -6.5869 -6.2789 -5.7009  -0.26
C -7.0493 -5.2134 -4.6728  -0.22
C -7.1213 -5.8375 -3.2499  -0.26
P -7.3629 -4.8385 -1.7771  0.97
C -7.6528 -5.8739 -0.3547  -0.23
C -8.1452 -5.1987 0.9438  -0.26
C -9.3747 -5.7587 1.5428  -0.27
C -10.6631 -5.4516 0.7612  -0.08
C -5.8561 -3.8716 -1.6152  -0.24
C -5.8689 -3.1223 -0.2492  -0.24
C -4.6773 -2.1920 -0.0723  -0.26
C -4.4211 -1.8766 1.4075  -0.09
C -8.7476 -3.7073 -2.1190  -0.27
C -9.9420 -4.4351 -2.6927  -0.24
C -11.1764 -3.5001 -2.6572  -0.21
C -11.0888 -2.1526 -3.4544  -0.09
H -5.8832 -4.9538 -7.4751  0.08
H -7.4640 -5.6151 -7.4233  0.07
H -6.1893 -6.7194 -7.7744  0.08
H -5.5727 -6.6019 -5.4660  0.10
H -7.2360 -7.1523 -5.6383  0.12
H -7.9812 -4.7153 -4.9404  0.10
H -6.3135 -4.4104 -4.7143  0.11
H -6.1171 -6.2105 -3.0489  0.10
H -7.9751 -6.5134 -3.2010  0.11
H -6.7118 -6.4175 -0.2711  0.11
H -8.3570 -6.6452 -0.6666  0.11
H -8.3586 -4.1414 0.7863  0.09
H -7.3900 -5.2661 1.7269  0.12
H -9.5813 -5.2944 2.5071  0.12
H -9.2359 -6.8211 1.7428  0.12
H -10.5999 -4.4125 0.4382  0.07
H -11.5969 -5.6549 1.2854  0.09
H -10.6224 -6.1073 -0.1086  0.06
H -5.7606 -3.2250 -2.4875  0.10
H -5.1421 -4.6952 -1.6211  0.10
H -5.7005 -3.8755 0.5204  0.10
H -6.8191 -2.6361 -0.0281  0.11
H -4.9214 -1.2996 -0.6487  0.09
H -3.7713 -2.6440 -0.4759  0.11
H -4.1942 -2.8292 1.8863  0.07
H -5.3377 -1.5882 1.9221  0.08
H -3.6489 -1.1079 1.4364  0.06
H -8.3302 -3.0806 -2.9071  0.10
H -8.9443 -3.1336 -1.2133  0.09
H -10.1676 -5.2816 -2.0440  0.09
H -9.7670 -4.7688 -3.7154  0.11
H -11.5397 -3.3216 -1.6451  0.10
H -11.8375 -4.0282 -3.3443  0.11
H -11.8601 -1.4480 -3.1437  0.08
H -11.2876 -2.2497 -4.5218  0.08
H -10.1177 -1.6696 -3.3453  0.04
C -2.6764 -0.4734 -3.6521  -0.11
C -1.9890 0.8654 -3.5218  -0.27
C -2.2500 1.6221 -2.2273  -0.20
C -3.7501 2.1363 -2.1564  -0.21
P -4.3083 2.8176 -0.5271  1.02
C -4.1510 1.6360 0.8054  -0.27
C -5.0753 1.8583 1.9614  -0.23
C -4.3734 1.8681 3.3193  -0.25
C -3.9023 0.5781 3.8694  -0.12
C -6.0878 3.2642 -0.7698  -0.23
C -6.8421 1.9595 -1.1647  -0.21
C -8.2319 1.7000 -0.4196  -0.20
C -9.2317 0.6973 -1.1722  -0.09
C -3.3158 4.2656 -0.1459  -0.28
C -3.7201 5.1483 1.0500  -0.19
C -2.7077 6.3947 1.1385  -0.25
C -3.0760 7.2788 2.3087  -0.09
H -3.7267 -0.2270 -3.8073  0.06
H -2.6475 -1.0973 -2.7588  0.06
H -2.2913 -1.0157 -4.5157  0.09
H -2.3424 1.3634 -4.4247  0.12
H -0.9252 0.6893 -3.6811  0.09
H -1.5521 2.4444 -2.0695  0.09
H -1.9260 0.9937 -1.3977  0.09
H -4.5153 1.4722 -2.5583  0.08
H -3.8838 3.0692 -2.7040  0.09
H -3.1145 1.5694 1.1361  0.09
H -4.3643 0.6861 0.3153  0.07
H -5.7440 0.9988 2.0101  0.11
H -5.8135 2.6463 1.8124  0.10
H -5.1456 2.3432 3.9243  0.12
H -3.4744 2.4835 3.3520  0.09
H -3.5653 0.7007 4.8987  0.09
H -3.0837 0.1977 3.2585  0.06
H -4.6155 -0.2456 3.9012  0.07
H -6.1231 4.0226 -1.5519  0.10
H -6.4057 3.7483 0.1536  0.08
H -6.2304 1.0865 -0.9372  0.07
H -6.9348 1.9928 -2.2503  0.11
H -8.9226 2.5138 -0.1987  0.10
H -8.0040 1.2529 0.5480  0.09
H -8.9183 -0.3461 -1.2050  0.04
H -9.2195 0.9368 -2.2355  0.06
H -10.2415 0.9465 -0.8462  0.08
H -3.3036 4.8967 -1.0345  0.10
H -2.2960 3.9022 -0.0185  0.08
H -3.5948 4.5416 1.9468  0.10
H -4.7665 5.4157 0.9023  0.11
H -2.8091 6.9360 0.1978  0.10
H -1.6815 6.0339 1.0689  0.07
H -3.3017 6.6592 3.1766  0.08
H -3.9855 7.8303 2.0705  0.09
H -2.2140 7.9176 2.5015  0.05
C 3.5250 0.0224 -0.8949  -0.06
C 4.4905 -0.5840 -2.0527  -0.21
C 5.8637 0.0415 -2.1776  -0.26
C 6.7547 -0.5340 -3.3297  -0.22
P 8.5905 -0.2354 -3.3099  1.04
C 9.4877 -0.9688 -1.8904  -0.27
C 9.1750 -0.3605 -0.4948  -0.24
C 10.2808 -0.8449 0.4802  -0.23
C 9.8264 -0.7934 1.9687  -0.08
C 8.8751 1.5433 -3.0906  -0.26
C 10.3853 1.9741 -2.8856  -0.19
C 10.5485 3.5049 -2.6254  -0.24
C 10.0903 3.8298 -1.2597  -0.13
C 9.3796 -0.7275 -4.9025  -0.24
C 10.8395 -1.2077 -4.7326  -0.28
C 11.5935 -1.6741 -5.9485  -0.23
C 11.9747 -0.4568 -6.9129  -0.07
H 3.9491 -0.1220 0.0988  0.06
H 2.6045 -0.5613 -0.9008  0.03
H 3.1130 1.0081 -1.1110  0.04
H 4.0077 -0.4429 -3.0197  0.10
H 4.6860 -1.6557 -2.0150  0.10
H 6.3638 -0.1409 -1.2264  0.08
H 5.9091 1.1252 -2.2852  0.11
H 6.6073 0.0028 -4.2668  0.09
H 6.6134 -1.6119 -3.4091  0.10
H 10.5455 -0.7646 -2.0566  0.09
H 9.2536 -2.0284 -1.9929  0.11
H 8.2132 -0.7382 -0.1478  0.10
H 9.1813 0.7273 -0.5635  0.08
H 11.1820 -0.2458 0.3501  0.11
H 10.5237 -1.8411 0.1103  0.11
H 8.9640 -0.1466 2.1302  0.05
H 10.6011 -0.5278 2.6880  0.08
H 9.4868 -1.8100 2.1668  0.07
H 8.2735 1.7466 -2.2047  0.05
H 8.3578 1.9935 -3.9378  0.10
H 10.8907 1.7075 -3.8138  0.10
H 10.8384 1.3727 -2.0974  0.10
H 9.9251 4.1069 -3.2866  0.12
H 11.6233 3.6565 -2.7240  0.12
H 9.0126 3.7275 -1.1324  0.06
H 10.3864 4.8115 -0.8898  0.09
H 10.6055 3.1780 -0.5541  0.08
H 9.3172 0.0785 -5.6336  0.10
H 8.8217 -1.4873 -5.4498  0.10
H 10.8747 -2.0727 -4.0702  0.11
H 11.4578 -0.4311 -4.2826  0.10
H 10.9096 -2.3206 -6.4985  0.11
H 12.4945 -2.2493 -5.7356  0.12
H 11.0851 0.1158 -7.1752  0.06
H 12.2414 -0.9552 -7.8449  0.07
H 12.8428 0.1438 -6.6415  0.08
N -0.1981 0.9600 0.7983  -0.64
O -0.9328 -0.0237 1.0469  -0.06
O 0.9467 0.6979 0.5184  -0.03
O -0.6277 2.0785 0.8048  -0.03

Cartesian forces (eV/Å) of the 3 atoms listed first:
C -0.47 -0.66 1.22
C 0.33 -0.51 0.13
C 0.03 1.07 -1.33